{
  "formula": "C23H27N3O6S",
  "method": "ωB97M-V/def2-TZVPD",
  "species": ["C", "C", "O", "C", "C", "C", "C", "C", "C", "H", "H", "N", "C", "O", "C", "N", "C", "O", "C", "H", "O", "C", "C", "C", "C", "C", "C", "H", "S", "O", "O", "N", "C", "C", "C", "C", "C", "H", "H", "H", "H", "H", "H", "H", "H", "H", "H", "H", "H", "H", "H", "H", "H", "H", "H", "H", "H", "H", "H", "H"],
  "coordinates": [[-7.478029, 3.110644, 1.859934], [-7.966668, 2.500098, 0.499634], [-7.694764, 1.218052, 0.350986], [-6.562522, 0.673687, -0.034789], [-5.538931, 1.343741, -0.559702], [-4.412704, 0.882936, -0.751773], [-4.270229, -0.533676, -0.640044], [-5.255841, -1.206277, -0.528212], [-6.487064, -0.654069, -0.107796], [-7.216653, -1.351727, 0.286741], [-5.164002, -2.100726, -0.386004], [-3.092321, -0.932143, -1.304063], [-1.813384, -0.640510, -1.728661], [-1.590181, 0.813145, -1.689321], [-0.775912, -1.538255, -2.063421], [-0.318828, -2.157695, -0.591353], [-0.830916, -3.406643, -0.211515], [-1.911044, -3.745855, -0.700808], [-0.074438, -3.840089, 0.827522], [-0.941481, -4.500068, 1.552531], [0.371030, -3.086437, 1.738902], [0.949303, -1.911587, 1.463745], [2.009797, -1.267824, 2.166942], [2.641385, -0.228966, 1.817399], [2.428577, 0.359020, 0.132215], [1.555491, -0.374412, -0.437460], [0.784407, -1.695427, 0.024784], [1.323862, 0.223171, -1.415926], [3.275709, 1.557991, -0.129076], [3.085752, 1.734928, -1.561581], [3.199934, 2.814094, 0.598588], [4.882702, 0.983213, -0.156446], [5.969357, 2.059385, 0.164699], [7.194334, 1.227433, 0.625110], [7.632107, 0.218874, -0.341534], [6.575917, -0.514422, -0.525614], [5.299683, 0.019735, -1.188155], [4.428946, -0.657013, -0.836894], [5.416324, 0.526801, -1.981068], [6.700455, -1.328042, -1.218841], [6.403026, -1.313179, 0.533447], [8.415078, -0.154347, 0.265903], [7.821957, 0.714256, -1.267064], [6.971550, 0.752998, 1.643174], [7.887645, 2.172032, 0.700878], [5.705370, 2.677758, 0.849284], [6.219138, 2.429765, -0.762685], [3.578532, 0.075111, 2.280232], [2.215148, -1.691610, 2.992433], [0.449217, -4.558583, 0.514023], [0.071618, -1.012450, -2.544365], [-1.185542, -2.281738, -2.581642], [-2.819302, -1.982392, -1.253746], [-3.483738, 1.530154, -1.012135], [-5.545045, 2.526633, -0.307094], [-7.730510, 3.149548, -0.174313], [-9.235081, 2.509900, 0.468364], [-6.525001, 3.038202, 1.829279], [-7.882197, 2.677334, 2.665346], [-7.661044, 4.145544, 2.140988]],
  "atomic_forces_ev_per_a": [[-4.7, 1.5, -2.7], [-6.5, 1.0, 5.8], [-0.9, -2.7, 0.5], [-2.4, -1.4, -0.4], [-4.4, 10.3, 2.8], [9.6, -2.1, -1.7], [11.0, 10.2, -4.7], [-10.7, 1.0, 2.3], [0.3, -2.4, 0.5], [-0.3, 0.4, -0.2], [0.6, -10.4, 0.6], [5.5, -7.5, -0.9], [-4.1, 14.2, 2.8], [0.3, -7.8, -0.8], [3.2, 0.7, 4.1], [-1.4, -0.3, -4.6], [-4.4, 5.7, -4.9], [1.4, -0.9, 0.5], [-8.0, -5.1, 5.2], [2.1, 1.1, -2.4], [2.7, 4.4, 7.1], [0.7, 0.0, -7.5], [-4.5, -1.5, -3.0], [3.2, 4.8, -5.8], [-2.9, -8.8, 12.3], [-5.1, -2.4, -4.8], [3.9, 6.4, 3.8], [-0.2, -2.0, 1.1], [8.3, 9.9, -6.8], [-1.1, 0.3, -0.6], [-0.1, -2.2, 1.0], [-0.6, 3.7, 3.4], [0.3, -8.3, -2.9], [-0.5, 5.3, 2.4], [5.4, 6.0, 1.8], [-7.9, -11.4, -0.6], [-2.6, -2.8, 11.1], [1.5, -0.2, -2.6], [0.5, 2.7, -6.8], [1.1, -0.9, -0.5], [-0.3, 2.7, -2.8], [1.5, -1.4, -0.8], [1.4, 0.5, -0.8], [0.5, 0.8, -1.3], [-0.2, -2.2, 0.5], [-2.1, 4.1, 4.1], [0.5, 1.7, -2.0], [-0.5, 0.3, 0.2], [1.7, -3.0, 6.2], [5.4, -5.7, -2.3], [-0.6, -0.5, 0.5], [-1.0, -3.6, -2.2], [-2.6, 1.1, 0.5], [-1.8, -1.5, 0.5], [-0.4, -2.5, -1.3], [1.9, 3.3, -4.9], [3.3, 0.2, 0.2], [6.7, -0.8, 0.3], [-1.3, -2.5, 2.9], [-0.4, 0.5, -1.2]],
  "mulliken_charge": [-1.30, -0.58, -0.42, 0.30, 0.55, -1.11, 0.35, -0.64, -0.56, 0.40, 0.74, -0.05, 1.13, -0.72, -1.61, 0.17, 0.78, -0.68, -0.84, 0.25, -0.34, 0.61, -1.01, -0.80, -1.44, 1.53, 0.36, 0.13, 1.17, -0.81, -0.81, 0.11, -1.31, -0.46, -0.37, -0.63, -0.65, 0.17, 0.63, 0.42, 0.17, 0.24, 0.30, 0.28, 0.30, 0.65, 0.43, 0.34, 0.71, 0.45, 0.42, 0.62, -0.02, 0.33, 0.13, 0.53, 0.22, 0.43, 0.41, 0.40],
  "homo_ha": -0.2995,
  "spin_multiplicity": 1,
  "homo_lumo_gap_ev": 7.4,
  "total_energy_ev": -51856.820,
  "lumo_ev": -0.70
}

---

{
  "formula": "C23H27N3PdSbSe",
  "method": "ωB97M-V/def2-TZVPD",
  "species": ["Pd", "C", "C", "C", "C", "C", "C", "C", "C", "C", "C", "C", "C", "C", "C", "C", "N", "H", "H", "H", "H", "H", "H", "H", "H", "H", "H", "C", "Sb", "C", "C", "H", "H", "H", "H", "H", "H", "H", "H", "H", "C", "N", "C", "C", "N", "C", "C", "Se", "H", "H", "H", "H", "H", "H", "H", "H"],
  "coordinates": [[-0.447069, 1.081048, -0.010597], [-3.719928, -0.475596, 2.569458], [-3.735792, -1.814520, 2.201607], [-2.819345, -2.296406, 1.284043], [-1.886562, -1.433062, 0.703036], [-1.877979, -0.085907, 1.081414], [-2.774116, 0.387437, 2.021785], [-0.925333, -1.846903, -0.327018], [-1.052386, -3.027996, -1.089262], [-0.184619, -3.273689, -2.110781], [0.856769, -2.362773, -2.396697], [1.776120, -2.528566, -3.454472], [2.766737, -1.610352, -3.662748], [2.891919, -0.493507, -2.814026], [2.015290, -0.302935, -1.780480], [0.962626, -1.219915, -1.566737], [0.072516, -1.002337, -0.555031], [-4.443724, -0.096347, 3.280300], [-4.467670, -2.483273, 2.634969], [-2.814902, -3.349862, 1.029478], [-2.746415, 1.422757, 2.342729], [-1.855915, -3.716718, -0.872517], [-0.287260, -4.168134, -2.713291], [1.687118, -3.395621, -4.097494], [3.466763, -1.738648, -4.477226], [3.689168, 0.217102, -2.989949], [2.104206, 0.544399, -1.111773], [-3.006911, 2.978241, -3.572840], [-2.185707, 1.663103, -2.067657], [-0.176688, 2.522219, -2.209621], [-2.753199, 2.974574, -0.425365], [-2.638594, 3.989424, -3.413797], [-4.092532, 2.962529, -3.490456], [-2.722402, 2.629851, -4.563832], [-0.217923, 3.582259, -2.451663], [0.412164, 1.990790, -2.952573], [0.338673, 2.435706, -1.228032], [-2.848842, 4.008545, -0.753123], [-2.000176, 2.931747, 0.369428], [-3.699957, 2.636528, -0.008416], [0.266528, -0.319870, 3.847715], [1.611853, -0.243718, 3.307283], [2.641612, -1.092175, 3.639150], [3.727193, -0.696206, 2.940226], [3.349502, 0.387657, 2.184013], [4.222600, 1.111860, 1.276755], [2.048363, 0.660908, 2.411221], [1.100120, 2.075287, 1.666464], [0.308537, -0.800001, 4.822177], [-0.382378, -0.890439, 3.186411], [-0.139332, 0.682863, 3.952109], [2.522382, -1.899515, 4.339608], [4.726341, -1.094009, 2.922921], [5.250303, 0.992723, 1.609345], [3.961506, 2.165488, 1.280889], [4.126750, 0.723952, 0.262939]],
  "atomic_forces_ev_per_a": [[-0.5, -1.3, 1.1], [0.1, 0.1, 0.0], [-0.1, -0.1, 0.1], [0.2, -0.1, -0.1], [-0.3, 0.2, 0.3], [0.3, 0.3, -0.4], [-0.1, -0.1, 0.1], [0.4, 0.2, 0.0], [0.0, -0.2, 0.0], [-0.1, -0.1, 0.1], [0.0, 0.3, 0.2], [0.1, 0.0, -0.1], [0.0, -0.1, -0.1], [-0.1, 0.0, 0.1], [0.0, 0.0, -0.1], [0.1, -0.4, 0.0], [-0.1, 0.3, -0.2], [0.0, 0.0, 0.0], [0.0, 0.0, 0.0], [-0.1, 0.0, 0.0], [0.0, 0.0, -0.1], [0.0, 0.0, 0.0], [0.0, 0.0, 0.0], [0.0, 0.0, 0.0], [0.0, 0.0, 0.0], [0.0, 0.0, 0.0], [0.0, 0.1, 0.0], [-0.1, -0.3, -0.1], [-0.2, 0.9, -0.3], [-0.2, -0.1, 0.0], [0.0, -0.1, -0.2], [0.0, 0.0, 0.1], [0.0, 0.0, 0.0], [0.0, 0.0, 0.0], [-0.1, 0.0, 0.1], [0.0, 0.0, 0.0], [0.4, 0.4, -0.5], [0.1, 0.0, -0.1], [-0.1, 0.1, 0.1], [0.0, 0.0, 0.0], [-0.3, 0.0, 0.1], [0.2, 0.1, -0.1], [0.1, -0.1, 0.0], [0.0, -0.1, 0.0], [-0.2, 0.0, 0.1], [0.1, 0.1, -0.2], [0.1, -0.3, 0.0], [0.1, 0.4, 0.1], [0.0, 0.0, 0.0], [0.0, 0.0, 0.0], [0.0, 0.0, 0.0], [0.0, 0.0, 0.0], [0.0, 0.0, 0.0], [0.0, 0.0, 0.0], [0.0, 0.0, 0.0], [0.0, 0.0, 0.0]],
  "mulliken_charge": [-0.66, -0.61, -0.80, -0.57, 1.60, -0.35, -0.05, 0.83, -1.05, -0.96, 1.06, -0.80, -0.66, -0.80, -0.29, 0.05, 0.12, 0.44, 0.42, 0.38, 0.49, 0.36, 0.44, 0.43, 0.40, 0.47, 0.52, -1.24, 0.44, -1.28, -1.16, 0.39, 0.36, 0.36, 0.49, 0.43, 0.38, 0.46, 0.26, 0.41, -0.97, 0.18, -0.41, -0.44, 0.21, -0.86, -0.07, -0.28, 0.39, 0.31, 0.36, 0.45, 0.47, 0.35, 0.37, 0.25],
  "homo_ha": [-0.3627, -0.4031],
  "total_charge": 1,
  "spin_multiplicity": 3,
  "homo_lumo_gap_ev": [6.9, 6.5],
  "total_energy_ev": -104116.072,
  "s2": 2.014,
  "lumo_ev": [-2.93, -4.46]
}

---

{
  "formula": "C23H27NO",
  "method": "ωB97M-V/def2-TZVPD",
  "species": ["C", "C", "C", "N", "C", "C", "C", "C", "C", "C", "C", "C", "C", "C", "C", "H", "H", "H", "H", "H", "H", "H", "H", "H", "H", "H", "H", "H", "H", "H", "H", "H", "H", "C", "C", "C", "C", "C", "C", "C", "C", "C", "O", "H", "H", "H", "H", "H", "H", "H", "H", "H"],
  "coordinates": [[-5.509612, -2.330077, -0.715991], [-5.398875, -0.812431, -0.943285], [-4.405949, -0.172011, 0.039234], [-3.099315, -0.861077, 0.022713], [-1.901189, -0.216637, 0.192397], [-0.688086, -0.882304, 0.096084], [0.429783, -0.557712, 0.841785], [1.622134, -1.351818, 0.871249], [2.421771, -1.367531, 2.030680], [3.540162, -2.162509, 2.108991], [3.917455, -2.945811, 1.031748], [3.148110, -2.952184, -0.118807], [2.012822, -2.182299, -0.200642], [-3.196699, -2.320136, 0.257819], [-4.126988, -2.994985, -0.748303], [-5.979414, -2.521691, 0.255415], [-6.175192, -2.787534, -1.458855], [-5.064666, -0.621730, -1.970397], [-6.386261, -0.335135, -0.860127], [-4.247677, 0.885290, -0.188579], [-4.801453, -0.211175, 1.057095], [-1.917340, 0.772099, 0.616637], [-0.653884, -1.781641, -0.494538], [0.337160, 0.241429, 1.554888], [2.109902, -0.789840, 2.884422], [4.124684, -2.176968, 3.013414], [4.812206, -3.543992, 1.085316], [3.452477, -3.550397, -0.961693], [1.429003, -2.195286, -1.104335], [-2.198864, -2.769339, 0.236672], [-3.567854, -2.466568, 1.277782], [-4.192877, -4.073425, -0.544187], [-3.697144, -2.910377, -1.753570], [-0.591945, 2.422550, -2.253469], [0.315717, 2.564768, -1.074539], [1.701496, 2.650961, -1.357454], [2.718153, 2.881347, -0.414376], [2.430904, 3.158344, 0.936443], [3.437627, 3.406837, 1.834709], [4.759435, 3.383322, 1.426083], [5.070099, 3.113997, 0.105095], [4.072542, 2.872123, -0.805437], [-0.145901, 2.617203, 0.056667], [-0.282380, 1.587293, -2.878312], [-1.615556, 2.247172, -1.933132], [-0.571952, 3.324213, -2.867594], [1.990647, 2.537877, -2.386692], [1.403938, 3.184869, 1.251092], [3.198316, 3.638297, 2.858022], [5.544387, 3.585868, 2.135036], [6.098925, 3.095629, -0.209212], [4.317203, 2.673119, -1.833945]],
  "atomic_forces_ev_per_a": [[-0.1, 0.0, -0.1], [0.2, -0.2, -0.1], [0.1, 0.4, 0.1], [1.8, 0.8, 0.3], [-2.6, -1.4, 0.7], [1.5, -0.4, 0.2], [-1.5, -0.2, -0.5], [0.9, -0.7, 0.0], [-0.6, 0.2, -0.4], [0.2, -0.2, 0.1], [0.0, 0.1, 0.1], [0.1, -0.1, -0.1], [-0.4, 0.5, 0.3], [0.3, -0.3, -0.6], [-0.1, 0.1, -0.1], [0.1, 0.0, 0.0], [0.2, 0.2, 0.1], [0.1, 0.0, 0.1], [0.3, -0.1, 0.2], [0.1, -0.2, -0.1], [-0.1, -0.2, 0.1], [-0.1, 0.8, -0.5], [0.0, -0.1, -0.2], [0.2, 0.5, 0.0], [0.0, 0.3, 0.1], [0.1, 0.0, 0.1], [0.1, -0.1, 0.0], [0.0, -0.1, -0.1], [-0.1, 0.1, -0.2], [-0.3, 0.2, -0.1], [-0.1, 0.2, 0.0], [0.0, 0.3, 0.1], [0.0, 0.1, 0.1], [-0.5, -0.1, -0.7], [3.1, 0.1, -1.7], [-1.8, -0.4, -0.7], [0.3, 0.1, 0.4], [-0.1, -0.1, 0.1], [0.4, 0.0, -0.1], [0.4, 0.1, 0.5], [0.0, 0.0, 0.0], [-0.3, 0.0, 0.2], [-2.2, -0.3, 2.7], [0.0, -0.1, -0.2], [-0.2, 0.0, 0.1], [-0.1, 0.0, 0.0], [0.1, 0.0, -0.4], [-0.1, 0.0, 0.0], [-0.1, 0.1, 0.3], [0.2, 0.0, 0.2], [0.3, 0.0, -0.1], [0.0, -0.1, -0.3]],
  "mulliken_charge": [-0.68, -0.62, -0.80, 0.27, -0.40, -0.60, 0.08, 0.64, -0.40, -0.63, -0.34, -0.74, -0.26, -0.63, -0.68, 0.31, 0.34, 0.31, 0.36, 0.45, 0.34, 0.68, 0.30, 0.26, 0.38, 0.39, 0.39, 0.39, 0.46, 0.36, 0.31, 0.34, 0.30, -1.52, 0.99, -1.28, 1.19, -0.42, -0.69, -0.45, -0.43, -0.70, -0.78, 0.29, 0.30, 0.43, 0.21, 0.50, 0.38, 0.37, 0.37, 0.34],
  "homo_ha": -0.1763,
  "spin_multiplicity": 1,
  "homo_lumo_gap_ev": 2.8,
  "total_energy_ev": -27823.552,
  "lumo_ev": -1.99
}